No. 1
Below is 10 unconnected molecules or ions with the total composition C30H80O10, with properties calculated with wB97M-V/def2-TZVPD.

The geometry in ORCA input format:
```
! RIJCOSX wB97M-V def2-TZVPD def2/J DEFGRID3
* xyz 0 1
C 0.79887 -0.71538 -5.06382
C 1.71620 0.44840 -5.43085
C 2.33396 1.18911 -4.24183
O 2.81306 -0.13126 -6.08956
H 1.35948 -1.35452 -4.38168
H 0.60481 -1.35002 -5.92850
H -0.11714 -0.39007 -4.57067
H 1.18794 1.10427 -6.12285
H 1.55488 1.64816 -3.63322
H 3.00082 1.98430 -4.57510
H 2.80067 0.52188 -3.51720
H 3.18673 -0.82452 -5.54059
C -3.53946 -0.38006 4.50497
C -4.00476 -0.18579 3.10365
C -5.15999 -1.13429 2.90440
O -4.51417 1.11262 2.90416
H -4.40414 -0.15553 5.12949
H -2.63524 0.19068 4.71651
H -3.20563 -1.41681 4.54740
H -3.23042 -0.32279 2.34885
H -5.90475 -1.09489 3.69931
H -4.76521 -2.15004 2.88171
H -5.68373 -1.04331 1.95282
H -5.42510 1.10598 3.20708
C -2.04300 3.93133 -1.70175
C -1.19478 2.79205 -2.29061
C -1.19285 2.81207 -3.82368
O 0.07818 2.86166 -1.74806
H -2.36924 3.77887 -0.67295
H -3.03705 3.89049 -2.14705
H -1.54075 4.89686 -1.76160
H -1.72535 1.91565 -1.91843
H -2.20877 2.85965 -4.21579
H -0.79187 1.86078 -4.17347
H -0.63148 3.61151 -4.30727
H 0.10970 2.37058 -0.92377
C -3.03898 -3.45046 0.05926
C -3.94587 -3.85569 -1.11251
C -5.04055 -2.83308 -1.42277
O -3.11856 -4.06524 -2.23351
H -2.77149 -2.39513 0.00621
H -2.07243 -3.95128 0.00387
H -3.50239 -3.60247 1.03406
H -4.45836 -4.76459 -0.79732
H -5.45154 -3.07514 -2.40287
H -4.61014 -1.83340 -1.36364
H -5.88871 -2.85612 -0.73852
H -3.05774 -5.00645 -2.41250
C 0.71741 -3.46742 -2.76041
C 0.25130 -4.89556 -3.04473
C -0.11160 -5.21525 -4.50905
O 1.25724 -5.81609 -2.68385
H 1.65290 -3.26965 -3.28371
H 0.95480 -3.50938 -1.69740
H -0.00383 -2.69477 -3.02677
H -0.64381 -5.07378 -2.44883
H -0.55049 -6.20774 -4.61119
H 0.78557 -5.18918 -5.12753
H -0.79546 -4.48384 -4.93971
H 0.77587 -6.63553 -2.54819
C 4.09084 -1.89491 -2.11546
C 4.65464 -1.84017 -3.51766
C 5.96925 -2.59975 -3.66908
O 3.71129 -2.26155 -4.45849
H 3.40360 -1.07041 -1.92568
H 4.91108 -1.88285 -1.39772
H 3.58295 -2.85693 -2.04714
H 4.86544 -0.80977 -3.80393
H 6.72119 -2.08153 -3.07399
H 6.38247 -2.62374 -4.67743
H 5.92598 -3.62269 -3.29514
H 3.62213 -3.21575 -4.40237
C 0.38326 1.02097 6.01509
C 0.55460 2.22790 6.94751
C -0.75528 2.82217 7.51064
O 1.32238 1.75308 8.03974
H 1.26865 0.47170 5.69492
H -0.16766 1.26550 5.10691
H -0.32757 0.29929 6.41757
H 1.15136 3.00375 6.46789
H -1.33578 2.02942 7.98252
H -1.33606 3.40966 6.79956
H -0.55986 3.53329 8.31328
H 2.16231 1.45000 7.68726
C 0.35509 -0.09981 -0.38497
C -0.45893 0.43752 0.80989
C -0.03757 -0.33765 2.07572
O -0.18056 1.82846 0.93975
H 0.30497 0.48010 -1.30654
H 0.08955 -1.12326 -0.64980
H 1.40005 -0.17005 -0.08293
H -1.49810 0.26397 0.53043
H 0.98790 -0.05537 2.31407
H -0.10094 -1.41979 1.96150
H -0.67893 -0.17088 2.94114
H -0.79783 2.19257 1.57850
C -2.98736 3.87370 4.38136
C -2.28957 3.90568 3.03443
C -0.88743 4.41851 3.26053
O -2.20478 2.58523 2.54489
H -4.06820 3.73812 4.34263
H -2.94714 4.86929 4.82327
H -2.55169 3.13831 5.05775
H -2.81248 4.58806 2.36434
H -0.37484 3.71903 3.92088
H -1.02576 5.35451 3.80171
H -0.41065 4.55774 2.29028
H -3.07506 2.18177 2.58273
C 4.34734 2.10734 -0.96779
C 5.01543 1.78693 0.32566
C 4.28293 0.75801 1.19608
O 6.28302 1.29603 -0.02442
H 4.30819 1.18620 -1.54922
H 4.85148 2.91092 -1.50464
H 3.33570 2.51312 -0.96318
H 5.18163 2.67580 0.93426
H 3.29518 1.09214 1.51359
H 4.75541 0.42223 2.11918
H 4.07433 -0.12474 0.59165
H 6.76542 2.00292 -0.45940
*
```

Calculated values
relative energy (zero: lowest compared OMol25 entry of this formula, charge and spin) = 50.5 kcal per mole
E_HOMO = -9.11 eV
frontier orbital gap = 0.3473 Ha
E = -1943.34215 a.u.
lowest unoccupied orbital energy = 0.34 eV
structure (SMILES) = CC(C)O.CC(C)O.CC(C)O.CC(C)O.CC(C)O.CC(C)O.CC(C)O.CC(C)O.CC(C)O.CC(C)O

No. 2
Below is 10 unconnected molecules or ions with the total composition C30H80O18, with properties calculated with wB97M-V/def2-TZVPD.

The geometry in ORCA input format:
```
! RIJCOSX wB97M-V def2-TZVPD def2/J DEFGRID3
* xyz 0 1
C -12.22750 -15.02443 19.24588
O -11.16164 -14.10242 19.42111
H -13.10126 -14.37012 19.01918
H -11.95561 -15.69119 18.45839
H -12.49994 -15.54271 20.19405
H -10.34780 -14.41167 19.03376
C -9.44275 -17.61239 23.84505
O -8.11349 -18.09643 23.94908
H -9.55159 -17.12289 22.88171
H -10.22232 -18.35398 23.78677
H -9.65503 -16.97898 24.70538
H -8.12382 -18.84986 24.59716
C -9.48337 -18.74419 15.70583
O -8.12454 -18.39939 16.09599
H -10.13794 -18.73672 16.54264
H -9.92912 -18.05532 14.97654
H -9.47012 -19.79683 15.33115
H -8.03559 -17.58843 16.62910
C -7.44227 -14.29048 23.39484
O -6.61273 -15.43003 23.13558
H -7.44749 -14.15633 24.47903
H -6.99169 -13.43782 22.97353
H -8.45673 -14.52155 23.02420
H -7.08225 -16.13897 23.54748
C -6.26581 -12.44683 17.79749
O -6.73205 -13.66066 17.27506
H -7.02531 -11.94992 18.30103
H -5.50711 -12.64222 18.53954
H -5.81261 -11.79746 17.07987
H -6.98725 -13.59376 16.33476
C -8.14004 -16.33685 19.17276
O -8.59636 -15.21386 18.44045
H -7.01714 -16.45004 19.22619
H -8.47170 -16.34319 20.18523
H -8.47308 -17.33633 18.81500
H -7.85721 -14.71019 18.08188
C -8.78845 -21.25542 18.45207
O -9.43974 -21.43027 19.69691
C -8.69499 -20.91847 20.77402
C -9.54789 -21.11948 22.06226
O -10.59749 -20.21189 22.10511
C -11.86578 -20.72585 21.65138
C -12.46758 -21.81970 22.54121
O -11.93260 -23.15662 22.26692
C -12.40538 -23.57043 20.97832
H -8.44804 -20.22944 18.41408
H -9.44546 -21.48097 17.57995
H -7.95013 -21.97223 18.31233
H -8.36369 -19.84650 20.56274
H -7.70331 -21.43566 20.87231
H -8.81600 -20.92618 22.92676
H -10.02450 -22.12853 22.10552
H -11.78387 -21.09565 20.60569
H -12.49685 -19.85677 21.74139
H -13.56831 -21.77609 22.45122
H -12.17287 -21.61255 23.59816
H -11.69909 -23.21893 20.24537
H -13.40570 -23.22017 20.73504
H -12.46187 -24.64549 21.07108
C -1.98589 -19.22723 16.68535
O -2.95834 -18.57076 17.47812
C -4.26916 -19.00112 17.34096
C -5.14800 -18.03559 18.07740
O -5.42879 -18.29371 19.42354
C -4.53496 -17.88505 20.44533
C -5.07177 -18.25073 21.76712
O -4.88494 -19.64452 22.12587
C -4.86303 -19.90255 23.51124
H -2.19989 -19.03508 15.58133
H -1.87371 -20.29557 16.94292
H -1.02514 -18.66895 16.93033
H -4.32500 -20.01348 17.76397
H -4.52903 -19.07106 16.25874
H -6.07776 -18.12232 17.51108
H -4.70823 -17.02895 17.97668
H -4.27350 -16.82949 20.35872
H -3.62441 -18.48120 20.35614
H -6.20587 -18.15970 21.81163
H -4.61559 -17.67876 22.55003
H -5.24608 -20.93244 23.52989
H -5.43364 -19.16960 24.17075
H -3.83164 -19.76976 23.80261
C -12.56639 -11.82427 16.99260
O -11.57886 -11.11362 16.30127
C -10.34279 -10.98853 16.93756
C -9.37332 -10.59293 15.83887
O -9.02947 -11.85354 15.18251
C -8.02144 -11.71035 14.21942
C -7.66631 -13.06473 13.56139
O -6.74504 -13.63288 14.43443
C -6.08421 -14.81932 13.92822
H -12.38405 -12.85261 17.00260
H -13.55087 -11.62047 16.49612
H -12.65208 -11.39400 17.97823
H -9.96881 -11.92909 17.49990
H -10.42785 -10.24932 17.70524
H -8.51444 -9.96845 16.11186
H -9.88754 -9.94917 15.11753
H -7.04965 -11.40470 14.70020
H -8.40681 -11.06801 13.39558
H -7.22187 -12.81884 12.63252
H -8.55902 -13.69175 13.37925
H -5.78498 -15.38073 14.86592
H -5.14474 -14.44933 13.40651
H -6.74357 -15.38417 13.27320
C -15.18420 -12.23758 9.52658
O -14.07996 -13.15608 9.73327
C -14.51883 -14.11369 10.67857
C -13.34989 -14.99806 10.90894
O -12.53868 -14.51652 12.01162
C -12.98530 -14.94141 13.29050
C -11.94492 -14.57960 14.41316
O -10.84977 -15.41809 14.33832
C -9.92986 -15.12223 15.33683
H -15.51721 -11.74727 10.46087
H -16.02107 -12.74253 9.02387
H -14.86201 -11.43612 8.78353
H -15.31427 -14.69737 10.24915
H -14.77789 -13.62166 11.60302
H -12.81488 -14.93516 9.98479
H -13.60451 -16.04080 11.13681
H -13.04308 -16.03402 13.34022
H -13.90203 -14.54681 13.65058
H -12.44596 -14.63746 15.42061
H -11.61096 -13.56317 14.25532
H -9.95460 -14.04153 15.45491
H -8.90375 -15.37145 15.07742
H -10.22906 -15.59432 16.30101
*
```

Calculated values
E_HOMO = -9.13 eV
frontier orbital gap = 0.3605 Ha
E = -2544.92443 a.u.
lowest unoccupied orbital energy = 0.68 eV
structure (SMILES) = COCCOCCOC.COCCOCCOC.COCCOCCOC.COCCOCCOC.CO.CO.CO.CO.CO.CO

No. 3
Below is 9 unconnected molecules or ions with the total composition C30H81N3O16, with properties calculated with wB97M-V/def2-TZVPD.

The geometry in ORCA input format:
```
! RIJCOSX wB97M-V def2-TZVPD def2/J DEFGRID3
* xyz 0 1
C 9.29400 23.50300 -5.00200
O 10.36800 23.82800 -4.16600
C 10.38200 22.80500 -3.12200
C 11.44000 23.20500 -2.09900
N 11.42400 22.28200 -0.90200
C 10.95500 22.84600 0.34200
C 9.49600 23.14600 0.42700
O 8.94700 23.40700 1.50000
C 8.16000 24.60800 1.60200
H 9.19300 22.41200 -5.09800
H 9.59000 23.80400 -6.01700
H 8.25900 23.84300 -4.75000
H 10.54500 21.86500 -3.57200
H 9.33600 22.75600 -2.67000
H 11.21200 24.24000 -1.79800
H 12.41600 23.22400 -2.61900
H 10.95500 21.36900 -1.17400
H 11.70600 23.69100 0.53100
H 11.15100 22.05500 1.02400
H 9.04900 22.23900 0.11100
H 9.28800 23.85100 -0.34800
H 7.70200 24.60700 2.67500
H 7.37100 24.80300 0.85700
H 8.66700 25.53400 1.38800
C 11.70500 9.55900 -0.57100
O 12.41700 10.21500 -1.62700
C 12.34200 11.60600 -1.46900
C 13.44300 12.04100 -2.38000
N 13.80500 13.44900 -2.20600
C 14.10700 14.15600 -3.52200
C 15.08700 15.27700 -3.42300
O 14.72200 16.42200 -3.47300
C 14.32800 16.92000 -4.72900
H 11.93200 9.89500 0.42900
H 11.81300 8.44900 -0.62500
H 10.63800 9.80600 -0.74200
H 12.39700 11.82900 -0.43800
H 11.38500 11.88000 -1.77000
H 13.09400 11.88900 -3.37900
H 14.30500 11.44200 -2.18000
H 12.98000 13.98400 -1.83100
H 13.10400 14.52700 -3.83300
H 14.36300 13.43900 -4.29700
H 15.88300 15.06300 -4.11300
H 15.60200 15.12300 -2.55100
H 15.09700 16.85500 -5.43200
H 13.95800 17.96200 -4.72800
H 13.40600 16.49900 -5.14000
C 10.86000 20.28300 -13.25900
O 10.59800 19.47300 -12.15700
C 11.49800 19.68900 -11.13000
C 11.15600 18.67300 -10.08200
N 11.80700 18.97500 -8.82400
C 13.29300 18.93200 -8.92400
C 13.93700 17.97400 -7.93500
O 15.13200 17.67500 -7.88900
C 15.95200 18.89200 -7.81800
H 10.09600 20.13800 -14.02900
H 11.80500 20.06500 -13.75100
H 10.95400 21.43300 -13.15000
H 11.23600 20.67100 -10.70000
H 12.52800 19.72400 -11.48900
H 11.35200 17.75600 -10.50900
H 10.13400 18.72400 -9.75800
H 11.47100 18.43600 -8.04900
H 13.59600 19.91000 -8.46800
H 13.78400 18.83900 -9.94500
H 13.40600 16.96100 -7.87500
H 13.74600 18.44800 -6.98900
H 15.76600 19.43400 -8.78200
H 16.97500 18.53100 -7.83100
H 15.78200 19.48600 -6.92500
C 9.71000 19.31500 -6.05300
C 10.45300 18.14300 -5.58000
O 10.86400 17.35300 -6.66700
H 8.81800 18.96900 -6.53900
H 10.27700 19.90000 -6.76800
H 9.49300 19.93700 -5.19600
H 9.74500 17.50900 -4.99500
H 11.39500 18.32600 -4.98700
H 11.22400 16.46900 -6.41100
C 14.42400 21.51600 -5.19400
C 13.14800 20.82200 -5.40700
O 12.04500 21.71100 -5.56300
H 15.06400 20.94000 -4.62200
H 14.28000 22.38900 -4.51000
H 14.91700 21.86700 -6.06500
H 12.97000 20.07500 -4.65300
H 13.04100 20.28700 -6.36500
H 12.21500 22.43800 -5.02400
C 9.57400 22.37000 -8.88300
C 8.65300 21.51100 -8.28000
O 7.36600 21.60600 -8.68000
O 10.85800 22.20700 -8.31600
H 9.22300 23.39500 -8.67700
H 9.39700 22.27300 -9.96900
H 8.67800 21.80800 -7.27500
H 8.96700 20.50200 -8.44800
H 7.15700 21.25300 -9.48200
H 10.97600 21.27900 -8.16000
C 14.38900 20.58600 -1.54700
C 14.13800 20.48600 -0.14300
O 13.86300 21.83100 0.31200
O 14.65400 19.25100 -2.11600
H 15.23300 21.27700 -1.68800
H 13.72500 21.26900 -2.05500
H 14.97600 20.14700 0.49600
H 13.28200 19.89600 0.10800
H 13.10700 22.12100 -0.16600
H 13.80900 18.91800 -2.41900
C 10.01800 19.10500 -2.30300
C 11.45900 18.96900 -2.06600
O 12.12300 18.11400 -2.96500
O 9.51200 19.81400 -1.23300
H 9.45000 18.16300 -2.27600
H 9.84100 19.73000 -3.13100
H 11.56600 18.68600 -1.06800
H 11.88700 19.95500 -2.12500
H 11.76900 17.21200 -3.09100
H 9.04100 19.17600 -0.67500
C 17.37000 18.98500 -3.90300
C 17.64300 17.89700 -3.12700
O 17.84800 16.82000 -4.00200
O 17.16700 20.09600 -3.13100
H 16.47400 18.90600 -4.42900
H 18.33600 19.22200 -4.42400
H 16.82000 17.59700 -2.53400
H 18.61100 18.17100 -2.47800
H 18.02900 16.02400 -3.51900
H 16.30000 20.01600 -2.70800
*
```

Calculated values
relative energy (zero: lowest compared OMol25 entry of this formula, charge and spin) = 89.4 kcal per mole
E_HOMO = -8.59 eV
frontier orbital gap = 0.3060 Ha
E = -2559.14915 a.u.
lowest unoccupied orbital energy = -0.27 eV
structure (SMILES) = COCCNCCOC.COCCNCCOC.COCCNCCOC.OCCO.OCCO.OCCO.OCCO.CCO.CCO